# 1
Density functional theory data (ωB97M-V/def2-TZVPD) for the molecule C4H10N2 in a non-equilibrium geometry.

Summary:
Charge: 0
ΔE to the lowest compared entry with this formula, charge and spin in kcal per mole: 53.41
HOMO energy in eV: -7.81
SMILES string: C/C=N/N(C)C
Frontier orbital gap in eV: 8.90

Last column: natural (NBO) charge in e.
Geometry (Å):
1 C -2.785 -0.236 0.078  -0.66
2 C -1.334 0.013 -0.231  0.07
3 N -0.269 -0.634 0.080  -0.26
4 N 0.970 -0.129 -0.247  -0.30
5 C 1.939 -1.134 -0.008  -0.40
6 C 1.283 1.260 0.106  -0.43
7 H -3.254 0.429 -0.577  0.22
8 H -3.077 -1.290 -0.121  0.23
9 H -3.007 0.016 1.107  0.23
10 H -1.150 0.946 -0.833  0.13
11 H 2.923 -0.660 0.022  0.19
12 H 1.963 -1.814 -0.854  0.20
13 H 1.718 -1.673 0.960  0.19
14 H 1.451 1.364 1.197  0.18
15 H 2.162 1.571 -0.448  0.21
16 H 0.467 1.972 -0.230  0.21

Cartesian forces (eV/Å) of the 3 atoms listed first:
1.56 -1.88 0.35
2.10 1.25 -0.62
-2.04 -0.09 0.39

---

# 2
Density functional theory data (ωB97M-V/def2-TZVPD) for a 2-piece molecular cluster, C4H10N2 overall in a non-equilibrium geometry.

Summary:
Charge: 0
ΔE to the lowest compared entry with this formula, charge and spin in kcal per mole: 63.63
HOMO energy in eV: -9.31
SMILES string: C=NC.C=NC
Frontier orbital gap in eV: 10.30

Last column: natural (NBO) charge in e.
Geometry (Å):
1 C 1.873 -3.328 1.214  -0.06
2 N 0.735 -3.069 0.742  -0.40
3 C 0.332 -1.734 0.406  -0.46
4 H 1.978 -4.307 1.669  0.18
5 H 2.711 -2.630 1.092  0.14
6 H -0.751 -1.606 0.376  0.21
7 H 0.652 -1.518 -0.624  0.20
8 H 0.704 -0.958 1.078  0.19
9 C -2.309 2.746 -0.739  -0.06
10 N -1.250 2.685 -0.051  -0.39
11 C -0.051 2.136 -0.656  -0.46
12 H -3.240 3.009 -0.249  0.18
13 H -2.209 2.566 -1.812  0.14
14 H 0.687 2.093 0.141  0.21
15 H 0.221 2.779 -1.500  0.20
16 H -0.084 1.138 -1.088  0.20

Cartesian forces (eV/Å) of the 3 atoms listed first:
-0.38 0.30 -0.81
-0.97 -0.39 1.28
0.28 0.60 -1.25

---

# 3
Density functional theory data (ωB97M-V/def2-TZVPD) for C4H10N2 as an isolated structure in a non-equilibrium geometry.

Summary:
Charge: 0
ΔE to the lowest compared entry with this formula, charge and spin in kcal per mole: 90.02
HOMO energy (alpha / beta) in eV: -8.21 / -8.22
Frontier orbital gap (alpha / beta) in eV: 8.75 / 8.76

Last column: natural (NBO) charge in e.
Geometry (Å):
1 C -0.262 0.676 0.863  0.02
2 C 1.177 -1.085 -1.371  -0.44
3 C 0.151 2.091 0.799  -0.66
4 C -0.780 -0.225 -0.209  0.03
5 N -1.056 -1.579 0.292  -0.86
6 N 0.525 0.033 -0.750  -0.42
7 H -0.384 -1.890 0.985  0.36
8 H -1.994 -1.719 0.649  0.37
9 H -0.556 0.381 1.869  0.19
10 H -1.631 0.080 -0.845  0.14
11 H 1.470 -1.881 -0.675  0.19
12 H 0.526 -1.543 -2.138  0.20
13 H 2.079 -0.734 -1.880  0.20
14 H 0.604 2.321 -0.165  0.25
15 H -0.717 2.747 0.969  0.22
16 H 0.850 2.330 1.608  0.22

Cartesian forces (eV/Å) of the 3 atoms listed first:
0.38 -0.52 -1.29
0.71 -0.70 0.32
-0.13 0.66 -0.18

---

# 4
Density functional theory data (ωB97M-V/def2-TZVPD) for the molecule C4H10N2 in a non-equilibrium geometry.

Summary:
Charge: 0
ΔE to the lowest compared entry with this formula, charge and spin in kcal per mole: 23.45
HOMO energy in eV: -9.10
SMILES string: CCC/N=C\N
Frontier orbital gap in eV: 10.08

Last column: natural (NBO) charge in e.
Geometry (Å):
1 C -2.713 0.130 0.342  -0.61
2 C -1.546 -0.805 -0.014  -0.42
3 C -0.277 -0.005 -0.301  -0.26
4 N 0.930 -0.799 0.025  -0.46
5 C 1.944 -0.065 0.215  0.27
6 N 2.131 1.259 -0.180  -0.85
7 H -2.375 1.161 0.473  0.20
8 H -3.470 0.218 -0.442  0.21
9 H -3.286 -0.149 1.229  0.21
10 H -1.406 -1.635 0.660  0.22
11 H -1.811 -1.252 -0.973  0.20
12 H -0.267 0.939 0.253  0.18
13 H -0.184 0.282 -1.355  0.17
14 H 2.908 -0.529 0.396  0.16
15 H 3.075 1.589 -0.176  0.39
16 H 1.496 1.538 -0.906  0.39

Cartesian forces (eV/Å) of the 3 atoms listed first:
-0.53 0.34 0.10
-0.72 0.78 -1.52
0.88 -0.74 0.34

---

# 5
Density functional theory data (ωB97M-V/def2-TZVPD) for a 2-piece molecular cluster, C4H10N2 overall in a non-equilibrium geometry.

Summary:
Charge: 0
ΔE to the lowest compared entry with this formula, charge and spin in kcal per mole: 31.46
HOMO energy in eV: -9.15
SMILES string: [H]/N=C/N.C=CC
Frontier orbital gap in eV: 10.18

Last column: natural (NBO) charge in e.
Geometry (Å):
1 H -2.227 -0.836 1.804  0.34
2 N -1.725 -1.209 1.000  -0.73
3 C -0.498 -1.271 1.365  0.28
4 N 0.460 -1.863 0.611  -0.81
5 H -0.138 -0.845 2.304  0.15
6 H 0.175 -2.402 -0.187  0.40
7 H 1.388 -1.809 0.831  0.39
8 C 1.309 1.747 0.011  -0.43
9 C 0.986 1.433 -1.236  -0.15
10 C -0.414 1.234 -1.756  -0.66
11 H 2.351 1.800 0.296  0.20
12 H 0.552 2.121 0.691  0.19
13 H 1.778 1.359 -1.964  0.19
14 H -0.446 1.254 -2.826  0.21
15 H -1.052 2.050 -1.429  0.22
16 H -0.751 0.248 -1.438  0.24

Cartesian forces (eV/Å) of the 3 atoms listed first:
-0.28 0.17 -0.37
0.47 -0.21 0.66
-0.34 0.10 -0.25

---

# 6
Density functional theory data (ωB97M-V/def2-TZVPD) for a 2-piece molecular cluster, C4H10N2 overall in a non-equilibrium geometry.

Summary:
Charge: 0
ΔE to the lowest compared entry with this formula, charge and spin in kcal per mole: 47.94
HOMO energy in eV: -8.15
SMILES string: C=CN.C=CN
Frontier orbital gap in eV: 8.86

Last column: natural (NBO) charge in e.
Geometry (Å):
1 C 4.595 0.312 0.477  -0.51
2 C 3.406 -0.303 0.469  0.01
3 N 2.282 0.262 -0.137  -0.85
4 H 4.733 1.305 0.102  0.20
5 H 5.406 -0.286 0.873  0.20
6 H 3.126 -1.055 1.201  0.18
7 H 2.328 0.633 -1.065  0.39
8 H 1.377 0.090 0.257  0.38
9 C -4.391 -0.522 -0.883  -0.52
10 C -3.296 -0.502 -0.122  0.01
11 N -2.506 0.611 0.172  -0.81
12 H -4.944 0.390 -1.074  0.19
13 H -4.789 -1.483 -1.155  0.21
14 H -2.842 -1.457 0.117  0.18
15 H -3.059 1.452 0.269  0.37
16 H -1.884 0.465 0.951  0.37

Cartesian forces (eV/Å) of the 3 atoms listed first:
-0.11 -1.56 0.18
-0.98 1.83 0.60
0.14 -0.24 0.22

---

# 7
Density functional theory data (ωB97M-V/def2-TZVPD) for the molecule C4H10N2 in a non-equilibrium geometry.

Summary:
Charge: 0
ΔE to the lowest compared entry with this formula, charge and spin in kcal per mole: 38.32
HOMO energy in eV: -8.76
SMILES string: [H]/N=C\NCCC
Frontier orbital gap in eV: 9.82

Last column: natural (NBO) charge in e.
Geometry (Å):
1 H -1.415 2.194 -0.389  0.34
2 N -1.013 2.827 0.303  -0.61
3 C 0.058 2.325 0.735  0.30
4 N 0.249 0.887 0.728  -0.74
5 C 0.711 0.204 -0.458  -0.21
6 C -0.142 -1.035 -0.825  -0.40
7 C -0.139 -2.097 0.242  -0.62
8 H 0.877 2.919 1.152  0.16
9 H -0.226 0.321 1.403  0.39
10 H 0.503 0.868 -1.313  0.19
11 H 1.765 -0.126 -0.359  0.17
12 H 0.197 -1.438 -1.793  0.21
13 H -1.154 -0.672 -1.066  0.19
14 H -0.690 -1.865 1.167  0.20
15 H 0.901 -2.239 0.553  0.20
16 H -0.482 -3.074 -0.078  0.22

Cartesian forces (eV/Å) of the 3 atoms listed first:
-0.77 -0.51 0.89
1.02 1.43 -1.02
-0.60 -1.87 0.23

---

# 8
Density functional theory data (ωB97M-V/def2-TZVPD) for a 2-piece molecular cluster, C4H10N2 overall in a non-equilibrium geometry.

Summary:
Charge: 0
ΔE to the lowest compared entry with this formula, charge and spin in kcal per mole: 66.34
HOMO energy in eV: -8.64
SMILES string: C=CN.C=NC
Frontier orbital gap in eV: 9.47

Last column: natural (NBO) charge in e.
Geometry (Å):
1 C 1.705 -1.655 -1.682  -0.53
2 C 2.045 -1.502 -0.398  0.02
3 N 2.759 -2.463 0.318  -0.80
4 H 2.161 -2.624 -1.993  0.17
5 H 1.595 -0.828 -2.333  0.21
6 H 1.726 -0.536 0.038  0.19
7 H 2.623 -3.350 -0.162  0.37
8 H 2.491 -2.551 1.289  0.37
9 C -1.243 2.446 1.031  -0.07
10 N -2.303 2.446 0.342  -0.39
11 C -2.951 1.102 0.287  -0.47
12 H -0.486 3.188 0.774  0.18
13 H -1.086 1.620 1.750  0.14
14 H -2.422 0.542 -0.507  0.22
15 H -3.105 0.659 1.277  0.19
16 H -3.974 1.236 -0.197  0.20

Cartesian forces (eV/Å) of the 3 atoms listed first:
2.17 -1.99 1.02
-1.04 1.56 -0.38
-0.76 0.01 0.05